Entry 1:
A 2-piece molecular cluster, C29H35N3O3 overall at a distorted geometry. Source: the OMol25 dataset; level of theory: ωB97M-V/def2-TZVPD.

Energy, eV: -41252.49560
LUMO, eV: -1.5
Energy above the lowest of the compared OMol25 structures with the same formula, charge and spin, kJ/mol: 64.3

Atoms and positions in Å:
O -0.1825 -4.4555 -2.0303
O 0.2876 -2.4238 -1.0996
O 4.9304 1.7839 -0.8562
N 3.0314 2.3928 0.3217
N -2.3544 -2.0762 -1.8284
N 1.4916 1.0216 -0.5902
C -1.3644 -2.5543 -2.7791
C -3.3315 0.6323 1.2180
C 0.5633 3.8411 1.7395
C 2.3405 -2.0601 2.4691
C -3.3188 0.2816 -0.1624
C -2.0649 0.1049 -0.8630
C 3.4286 -1.5997 3.2183
C -4.5176 0.9831 1.8527
C -4.5725 0.1774 -0.8310
C 3.1869 -0.7584 -1.0045
C 0.7550 3.3129 0.3210
C 1.3628 1.4981 1.9066
C 3.7159 3.3205 1.1878
C -0.2920 -3.2384 -1.8748
C 1.6301 2.0365 0.4792
C -3.5610 -3.4751 -3.3810
C 4.4020 -0.6582 1.2086
C 3.7293 1.6647 -0.6070
C 0.3741 0.4077 -0.9756
C 4.4728 -0.9233 2.5791
C -5.7417 0.8701 1.1700
C -3.6294 -2.7570 -2.0278
C -5.7680 0.4316 -0.1705
C 3.2927 -1.0771 0.4630
C -0.8510 0.5617 -0.3368
C 2.3034 -1.8323 1.0930
C 2.7581 0.6882 -1.2345
C -2.0715 -3.5122 -3.7394
C 0.9596 2.7200 2.7256
H -4.4460 -2.0434 -1.9327
H -2.3890 0.6512 1.7759
H -1.6738 -4.5042 -3.4952
H 1.2698 4.0271 -0.3343
H 5.2159 -0.1361 0.7014
H -4.5695 -0.0862 -1.8942
H 0.5676 0.7448 1.8743
H 1.5160 -2.6039 2.9341
H 1.1828 4.7295 1.9096
H 2.2656 0.9976 2.2788
H 2.6928 0.9196 -2.3117
H -2.0367 -2.1955 -0.8689
H 4.1706 -0.8712 -1.4831
H 2.4625 -1.4270 -1.4740
H -0.4771 4.1431 1.9059
H 1.7980 3.0454 3.3545
H -2.1085 -0.1390 -1.9331
H -4.1314 -2.9111 -4.1301
H 3.4669 -1.7840 4.2964
H -6.7107 0.3388 -0.7141
H 1.4908 -2.2448 0.4981
H 3.1615 4.2665 1.2600
H 3.8588 2.9126 2.2053
H -3.9676 -4.4793 -3.2425
H 0.1287 2.4799 3.3993
H -1.8548 -3.2163 -4.7686
H -4.4890 1.3732 2.8712
H 5.3505 -0.5935 3.1400
H 0.4887 -0.2482 -1.8444
H -0.1997 3.0461 -0.1397
H -3.7800 -3.4916 -1.2209
H -6.6808 1.0976 1.6845
H -0.8285 1.0713 0.6383
H 4.7041 3.5090 0.7505
H -0.8431 -1.7069 -3.2515


Entry 2:
A 5-piece molecular cluster, C5H5Cl15 overall at a distorted geometry. Source: the OMol25 dataset; level of theory: ωB97M-V/def2-TZVPD.

Energy, eV: -193101.57376
LUMO, eV: 0.3
Energy above the lowest of the compared OMol25 structures with the same formula, charge and spin, kJ/mol: 65.4

Atoms and positions in Å:
Cl -2.2957 -5.6468 3.5060
Cl -2.3401 3.5427 0.5926
Cl 3.5754 0.0612 0.0134
Cl -0.3019 4.6255 -1.8953
Cl -4.0978 1.2829 0.4520
Cl -1.0180 -3.3891 4.6085
Cl -1.8976 1.2005 2.3281
Cl 3.3389 0.0198 -2.8262
Cl -3.8698 -3.4185 4.5998
Cl 1.1896 -2.5155 -1.1270
Cl -1.0425 -0.5509 -1.6390
Cl -0.6931 -1.8815 0.8738
Cl -0.5896 2.5081 -3.7809
Cl 1.1101 2.2465 -1.4653
Cl 5.7387 -0.9979 -1.6018
C 4.4425 0.2411 -1.5156
C -2.4893 1.7851 0.7047
C 0.1477 -1.1785 -0.4585
C 0.5887 3.3804 -2.7100
C -2.4280 -3.9288 3.6981
H 0.8047 -0.3612 -0.1609
H -2.2995 -3.4531 2.7259
H 4.8161 1.2579 -1.6365
H 1.4705 3.7936 -3.1998
H -1.8600 1.3763 -0.0858


Entry 3:
A 2-piece molecular cluster, C2H3N3OS overall at a distorted geometry. Source: the OMol25 dataset; level of theory: ωB97M-V/def2-TZVPD.

Energy, eV: -19468.62190
LUMO (alpha / beta), eV: -3.2 / -3.3
Energy above the lowest of the compared OMol25 structures with the same formula, charge and spin, kJ/mol: 623.7

Atoms and positions in Å:
S 0.4510 0.5242 -2.6523
O 1.8825 -1.1092 -0.0341
N 0.2722 0.3200 0.4661
N -0.4666 2.5953 0.9852
N 1.5681 0.0125 0.3191
C -0.7535 -0.7954 0.1450
C -0.1194 1.5211 0.7669
H -1.7761 -0.4477 0.3144
H -0.6389 -0.8284 -1.0419
H -0.4193 -1.7924 0.7316


Entry 4:
C32H59BN6OSSbV as an isolated structure. Source: the OMol25 dataset; level of theory: ωB97M-V/def2-TZVPD.

Energy, eV: -88855.50762
LUMO (alpha / beta), eV: -6.4 / -5.5
Multiplicity: 3
Energy above the lowest of the compared OMol25 structures with the same formula, charge and spin, kJ/mol: 5.0
Total charge: +2

Atoms and positions in Å:
Sb 1.6834 -2.2874 -0.3211
V 0.5954 0.3430 -0.0200
S 0.0043 3.6475 -0.1283
O -0.1552 2.2559 0.4988
N 3.1600 1.8525 0.2753
N -1.2689 -0.2224 0.4627
N 2.2939 0.9857 0.8382
N 2.0081 1.9276 -2.0855
N -3.4592 -0.0131 1.2122
N 1.0161 1.0400 -1.8439
C -2.1156 5.1412 -0.9160
C -5.3607 6.3327 0.6470
C -2.4823 0.3277 0.3912
C 3.7818 1.5796 2.3926
C -3.4476 4.9355 1.5134
C 1.6065 -4.7822 1.5467
C -2.7511 1.3180 -0.7013
C 1.8741 2.3958 -3.3269
C -5.8424 -0.3780 0.5555
C 1.0005 4.5550 1.0508
C -2.2189 4.3197 1.3581
C 4.0744 2.2000 1.1846
C 0.9206 -4.9673 -1.8102
C 1.7416 -3.2653 1.6435
C 2.6530 0.8301 2.1269
C 0.7550 1.8257 -3.9181
C -1.5595 4.4340 0.1403
C 3.7235 -2.2630 -1.1387
C 4.3094 -3.6724 -1.1588
C -4.8094 0.5740 1.1344
C -3.3421 5.7631 -0.7380
C 4.6127 -1.3514 -0.2935
C -3.2388 -0.9961 2.2835
C 0.5655 -2.6978 2.4445
C -4.0259 5.6680 0.4724
C -0.9542 -3.5893 -0.9045
C -3.2766 -2.4417 1.7982
C 3.0515 -2.9153 2.3471
C 0.4075 -3.5443 -1.6007
C 0.2596 -2.8680 -2.9636
C 0.2471 0.9825 -2.9491
C 3.6380 -1.6932 -2.5555
B 3.2980 2.2414 -1.2388
H 4.2137 -0.3441 -0.2057
H -3.7728 6.3339 -1.5511
H -0.3931 -2.9013 1.9591
H 0.0793 -1.7967 -2.8927
H 0.5727 4.4264 2.0436
H -2.9746 2.3026 -0.2914
H -1.7764 3.7565 2.1712
H -0.6245 0.3481 -2.9786
H 1.1361 -3.0197 -3.5896
H 3.7731 -4.3356 -1.8347
H -4.2728 -2.7133 1.4554
H 0.5340 -3.1701 3.4310
H 2.5898 3.0989 -3.7200
H 2.9964 -3.2601 3.3843
H -3.0061 -3.1139 2.6122
H 5.3428 -3.6157 -1.5135
H -1.8808 1.4052 -1.3419
H 5.5816 -1.2707 -0.7951
H 2.3554 -5.2266 0.8906
H -0.8957 -4.0734 0.0733
H 0.2328 -5.4785 -2.4912
H -6.1421 5.7556 0.1489
H 4.3317 -4.1295 -0.1681
H 4.3181 1.6632 3.3211
H 0.6179 -5.0852 1.1990
H 3.1985 -0.6919 -2.5721
H -5.0811 0.8622 2.1507
H 3.4709 3.4321 -1.2891
H 3.2523 -1.8437 2.3633
H -1.3833 -2.5910 -0.7810
H 1.7468 -5.2111 2.5437
H -3.9628 4.8676 2.4637
H 4.7961 -1.7473 0.7041
H 2.0138 4.1654 1.0025
H -5.3620 7.3282 0.2048
H -1.5945 5.2136 -1.8630
H -5.9845 -1.2533 1.1882
H 0.6619 -1.6176 2.6064
H 0.9552 -5.5450 -0.8898
H 0.9875 5.6038 0.7561
H -5.5573 -0.7135 -0.4425
H 4.8851 2.8570 0.9135
H 3.9033 -3.4145 1.8848
H -1.6482 -4.1756 -1.5140
H -1.2303 -0.9994 1.1170
H -2.2924 -0.7649 2.7796
H -4.0166 -0.8308 3.0268
H -6.8024 0.1312 0.4817
H 1.9048 -4.9942 -2.2735
H 2.0788 0.1968 2.7853
H 0.3754 1.9994 -4.9091
H 4.6524 -1.6061 -2.9550
H -4.7637 1.4896 0.5539
H 4.2146 1.6144 -1.7032
H -3.6020 0.9954 -1.3024
H -0.5890 -3.3181 -3.4876
H -2.5869 -2.6102 0.9695
H -5.6275 6.4222 1.6982
H 3.0777 -2.3347 -3.2325


Entry 5:
A single C26H20FN3O4S molecule at a distorted geometry. Source: the OMol25 dataset; level of theory: ωB97M-V/def2-TZVPD.

Energy, eV: -53501.37825
LUMO, eV: 0.1
Energy above the lowest of the compared OMol25 structures with the same formula, charge and spin, kJ/mol: 6.9

Atoms and positions in Å:
S 2.3912 5.0768 -0.6840
F -2.2346 -0.8172 -3.4875
O 3.3915 3.3603 1.7966
O -0.7946 1.9406 2.8520
O -0.7457 -3.9678 1.5383
O 1.0711 -4.8584 -2.8837
N 1.1455 -4.0944 0.3136
N 1.2885 2.6310 2.2926
N -0.5879 3.2212 0.9971
C 1.5673 -1.2993 0.9927
C -1.4819 0.7048 -0.3032
C 1.5718 4.0787 0.4647
C 0.4391 -1.8342 3.0417
C -2.0715 1.9552 -0.4657
C -2.7242 2.2499 -1.6546
C 0.8186 -2.1939 1.7521
C -1.5310 -0.2364 -1.3141
C 0.2320 -4.7595 -1.8272
C -0.0781 2.5607 2.0977
C 0.4435 -4.3098 -3.9398
C 0.9234 5.3185 -1.5354
C 0.2247 3.9575 0.1775
C -0.1420 4.6764 -0.9850
C 0.7008 -5.2218 -0.4856
C 1.5278 0.2923 2.8020
C 2.2061 3.3699 1.5430
C -2.7870 1.3181 -2.6755
C 0.7936 -0.6054 3.5642
C -0.9222 -4.1381 -2.2047
C 1.9174 -0.0701 1.5168
C -0.7847 -3.8484 -3.5843
C -2.1826 0.0886 -2.4907
C 0.3188 -3.4877 1.2017
C -1.9776 2.9699 0.6469
C 1.8109 1.6908 3.2839
H -1.1324 4.7119 -1.3961
H 0.4725 -0.3267 4.5558
H -3.2939 1.5337 -3.6026
H -2.4565 3.9108 0.3691
H 1.5206 -5.9343 -0.6005
H 0.9226 5.9333 -2.4137
H 1.8452 -1.5315 -0.0262
H 1.9960 -3.6347 0.0311
H -0.9916 0.4590 0.6269
H 0.9674 -4.3122 -4.8748
H -1.0839 -1.2108 -1.1957
H -0.1260 -5.6804 0.0624
H -1.4992 -3.3569 -4.2111
H 1.3268 1.8745 4.2448
H 2.4862 0.6255 0.9153
H -0.1587 -2.5271 3.6138
H -1.7626 -3.9260 -1.5759
H -3.2021 3.2099 -1.7859
H -2.4519 2.5769 1.5515
H 2.8836 1.8865 3.3578


Entry 6:
A 3-piece molecular cluster, C23H50IN5O4PS2 overall at a distorted geometry. Source: the OMol25 dataset; level of theory: ωB97M-V/def2-TZVPD.

Energy, eV: -79363.12898
LUMO, eV: 2.4
Total charge: -1

Atoms and positions in Å:
I -2.3184 -0.3826 2.6043
S -0.3515 2.3540 -3.6554
S 1.0421 4.5800 -4.9069
P -2.7829 -0.8458 -1.0996
O -5.8239 2.0108 3.8336
O 1.2749 4.9771 -1.1196
O -1.0015 1.7889 1.1877
O -0.0864 -4.5187 3.4360
N -1.1980 -5.5153 5.1418
N -4.0375 2.9667 2.7921
N 2.1001 3.2790 -2.8550
N -5.8272 4.2512 3.4886
N -1.6500 -3.3187 4.5728
C -1.3174 2.6855 -2.1540
C 1.8836 0.2187 2.7187
C -1.5595 -3.4808 -1.2792
C 1.6986 3.7844 -0.4876
C 2.3060 -3.5608 -1.3705
C -0.1259 -3.6778 -0.7945
C -5.2583 2.9970 3.3953
C 3.3275 -1.5562 1.6521
C 0.9078 -3.9229 -1.8913
C -2.5852 0.4052 -2.5690
C 3.0164 4.4057 -2.6993
C 1.9220 2.6758 -1.5364
C -1.0689 -0.1579 -0.2129
C -0.9232 -4.4442 4.3172
C -1.7227 -2.1550 -2.0278
C 2.3687 -0.3935 1.4037
C 1.0144 3.5020 -3.6631
C -1.2748 0.6402 0.9494
C 2.5214 -2.0547 -1.4510
C 4.2213 -2.0363 0.4824
C -2.6318 1.8980 -2.2419
C 2.3263 5.5140 -1.8985
C 3.8590 -1.5427 -0.9167
H -3.5669 2.0826 2.6770
H -1.8175 -4.3207 -1.9298
H -3.2272 2.3953 -3.0114
H -6.7258 4.3126 3.9243
H 2.8520 0.3903 0.8215
H -0.5548 -1.0663 0.0940
H -3.5701 0.1742 -0.3745
H -0.7332 -1.7232 -2.1999
H 2.8388 2.1443 -1.2753
H 0.8723 -4.9778 -2.1631
H -2.3264 -3.2649 5.3094
H 0.1709 -2.8129 -0.2001
H 3.0572 6.0041 -1.2456
H -3.4422 0.1747 -3.2020
H -0.6851 -6.3591 4.9783
H 2.7436 -2.3916 2.0400
H 1.1369 1.9346 -1.5586
H 0.7108 -3.3061 -2.7677
H 4.2376 -3.1245 0.4627
H -1.5524 3.7487 -2.1496
H 1.0965 0.9488 2.5382
H -0.4367 0.3944 -0.9016
H 2.4533 -1.7773 -2.5061
H -2.9320 -1.7106 0.0590
H 2.3593 -3.9088 -0.3367
H 1.8867 6.2658 -2.5477
H 1.4847 -0.7384 0.8704
H -0.7848 2.4845 -1.2308
H 1.7088 -1.5320 -0.9491
H -2.1899 -2.3014 -3.0013
H -1.8828 -5.4887 5.8712
H 4.6475 -1.8652 -1.6024
H 2.6375 3.9815 0.0446
H 1.4605 -0.5591 3.3546
H -3.5813 3.7897 2.4494
H 0.9586 3.4860 0.2443
H 3.8799 4.0333 -2.1462
H 3.9831 -1.2508 2.4708
H 3.3856 4.7652 -3.6528
H -4.0233 -1.4109 -1.6690
H 5.2474 -1.7254 0.6867
H 2.7083 0.6908 3.2505
H -1.5066 -2.5051 3.9898
H -2.2228 -3.5206 -0.4122
H -1.6962 0.1522 -3.1466
H 3.8667 -0.4529 -0.9431
H -0.0798 -4.5331 -0.1149
H 3.0931 -4.0663 -1.9348
H -3.1735 2.0493 -1.3025
H -5.3932 5.0810 3.1351


Entry 7:
An isolated ion of composition C4H10NO2 and charge +1 at a distorted geometry. Source: the OMol25 dataset; level of theory: ωB97M-V/def2-TZVPD.

Energy, eV: -9888.81683
LUMO, eV: -3.5
Energy above the lowest of the compared OMol25 structures with the same formula, charge and spin, kJ/mol: 74.4
Total charge: +1

Atoms and positions in Å:
O 2.8957 0.1993 -0.1113
O 1.6192 -0.7677 1.4795
N -0.5518 0.3986 0.7418
C 1.8293 -0.0650 0.3345
C 0.1804 -0.6380 -1.4278
C 0.5235 0.3610 -0.3268
C -1.9659 0.5446 0.2741
H -2.6073 0.5221 1.1525
H 2.3594 -1.3869 1.5883
H -2.2688 -0.2525 -0.3890
H -0.4731 -0.3602 1.4253
H -0.7259 -0.3342 -1.9525
H -2.0713 1.5168 -0.2045
H -0.3303 1.2351 1.2844
H 1.0105 -0.7070 -2.1180
H -0.0267 -1.6204 -1.0048
H 0.6030 1.3545 -0.7456


Entry 8:
A 2-piece molecular cluster, C9H11N3O5S overall at a distorted geometry. Source: the OMol25 dataset; level of theory: ωB97M-V/def2-TZVPD.

Energy, eV: -35050.40863
LUMO, eV: 4.3
Total charge: -2

Atoms and positions in Å:
S -2.2966 2.2610 3.5118
O -2.3492 2.3140 4.9943
O -0.6203 2.1419 -0.5051
O -2.9633 3.4592 2.9437
O -0.8698 2.2261 3.0627
O -2.9867 1.0305 3.0292
N 1.5810 -2.2145 -3.6472
N -1.4083 -0.2963 -1.9543
N 1.5623 1.1623 -2.9863
C 0.8171 0.3305 0.5172
C 1.2400 -1.8198 -1.0158
C 2.3051 -2.7284 -0.3151
C 1.5701 0.5592 -2.0109
C -1.5805 -0.1796 -0.4824
C 1.2588 -2.0442 -2.5603
C 3.2541 -3.2773 0.1867
C 1.6140 -0.2815 -0.7090
C -0.6200 0.8711 0.1945
H 3.9933 -4.0436 0.5043
H 0.2551 -2.1258 -0.5861
H -2.0494 -1.0354 -2.2634
H 1.4559 1.1567 0.9558
H 2.7035 -0.3085 -0.3990
H 0.2082 2.5949 -0.2747
H -2.6305 0.2108 -0.2987
H -1.5181 -1.1809 0.0375
H -1.5894 0.5805 -2.4413
H -1.0938 1.0995 1.1983
H 0.7572 -0.4623 1.3136